# 1
Below is a 18-piece molecular cluster, C108H90N18O36 overall at a distorted geometry, with properties calculated with wB97M-V/def2-TZVPD.

The geometry in ORCA input format:
```
! RIJCOSX wB97M-V def2-TZVPD def2/J DEFGRID3
* xyz 0 1
C -0.350 20.802 35.118
C 0.212 19.895 36.012
C 0.186 18.507 35.753
C -0.346 18.056 34.610
C -0.963 18.938 33.735
C -0.898 20.315 33.960
N -0.442 16.663 34.258
O -0.343 15.816 35.160
O -0.673 16.272 33.114
H -0.368 21.838 35.421
H 0.623 20.279 36.933
H 0.545 17.735 36.417
H -1.418 18.572 32.826
H -1.349 21.040 33.299
C 1.069 14.451 27.230
C 0.136 15.251 27.800
C -1.143 14.805 27.877
C -1.510 13.522 27.424
C -0.526 12.700 26.837
C 0.790 13.158 26.702
N -2.946 13.130 27.652
O -3.192 11.928 27.625
O -3.735 14.002 28.052
H 2.138 14.600 27.272
H 0.418 16.216 28.195
H -1.752 15.532 28.395
H -0.850 11.746 26.450
H 1.493 12.533 26.172
C -3.560 7.343 28.558
C -3.566 7.149 27.171
C -3.344 5.894 26.628
C -3.139 4.796 27.496
C -3.184 5.041 28.881
C -3.285 6.307 29.467
N -2.862 3.392 27.000
O -2.749 3.205 25.774
O -2.699 2.497 27.840
H -3.669 8.338 28.965
H -3.768 8.023 26.570
H -3.409 5.757 25.559
H -3.195 4.143 29.482
H -3.371 6.630 30.494
C 0.052 5.213 26.191
C 0.923 5.247 25.095
C 1.603 6.414 24.681
C 1.508 7.582 25.436
C 0.641 7.523 26.534
C -0.064 6.396 26.908
N 2.226 8.815 25.085
O 2.895 8.908 24.007
O 2.072 9.804 25.846
H -0.358 4.261 26.494
H 1.153 4.291 24.648
H 2.257 6.342 23.825
H 0.542 8.312 27.265
H -0.600 6.486 27.841
C 1.917 12.183 34.170
C 1.615 12.595 35.453
C 1.861 13.908 35.767
C 2.648 14.740 34.983
C 3.109 14.204 33.755
C 2.653 12.920 33.304
N 2.943 16.181 35.326
O 2.554 16.581 36.444
O 3.415 16.943 34.527
H 1.678 11.199 33.794
H 1.027 12.080 36.198
H 1.394 14.369 36.624
H 3.627 14.783 33.005
H 2.867 12.475 32.344
C 4.349 5.514 27.034
C 4.082 6.868 27.210
C 5.068 7.829 26.939
C 6.301 7.442 26.418
C 6.519 6.024 26.251
C 5.560 5.059 26.600
N 7.271 8.436 25.949
O 8.305 8.076 25.323
O 7.137 9.567 26.380
H 3.633 4.723 27.201
H 3.140 7.137 27.663
H 4.781 8.856 27.110
H 7.480 5.637 25.944
H 5.736 3.993 26.598
C -8.075 13.299 34.217
C -7.502 12.580 35.292
C -7.817 12.843 36.655
C -8.767 13.836 36.920
C -9.392 14.511 35.842
C -9.039 14.224 34.478
N -9.079 14.222 38.342
O -10.166 14.767 38.520
O -8.285 13.895 39.272
H -7.865 13.023 33.194
H -6.715 11.860 35.123
H -7.325 12.320 37.463
H -10.163 15.266 35.883
H -9.542 14.671 33.633
C -1.541 14.632 38.117
C -1.408 16.030 38.037
C -2.495 16.812 37.805
C -3.749 16.232 37.643
C -3.835 14.831 37.646
C -2.764 14.046 37.800
N -5.018 17.046 37.592
O -6.080 16.461 37.398
O -4.900 18.233 37.794
H -0.659 14.010 38.158
H -0.475 16.501 38.309
H -2.369 17.867 38.000
H -4.774 14.301 37.597
H -2.885 12.973 37.765
C -2.831 17.226 30.288
C -1.795 17.998 29.780
C -1.883 19.352 29.830
C -2.961 19.937 30.454
C -4.024 19.184 30.939
C -3.970 17.822 30.856
N -3.069 21.428 30.466
O -2.162 21.995 29.868
O -4.054 21.980 30.985
H -2.832 16.162 30.102
H -0.900 17.501 29.438
H -0.979 19.851 29.512
H -4.970 19.612 31.238
H -4.806 17.185 31.106
C -10.202 13.417 27.517
C -10.127 14.831 27.729
C -9.201 15.297 28.644
C -8.322 14.384 29.348
C -8.484 12.992 29.118
C -9.421 12.541 28.197
N -7.374 14.864 30.338
O -7.227 16.058 30.506
O -6.803 14.042 31.108
H -10.937 13.130 26.779
H -10.725 15.535 27.168
H -9.077 16.337 28.907
H -7.932 12.213 29.623
H -9.493 11.502 27.909
C 2.912 18.796 28.090
C 3.675 17.710 27.682
C 3.742 16.550 28.374
C 2.872 16.391 29.536
C 2.077 17.483 29.917
C 2.080 18.667 29.182
N 2.601 15.049 30.083
O 3.304 14.071 29.716
O 1.673 14.960 30.874
H 3.042 19.781 27.667
H 4.289 17.749 26.794
H 4.347 15.768 27.940
H 1.433 17.378 30.777
H 1.468 19.502 29.490
C 0.175 5.811 34.316
C 1.029 5.588 35.373
C 0.526 5.895 36.637
C -0.682 6.454 36.885
C -1.520 6.683 35.767
C -1.071 6.351 34.494
N -1.037 6.797 38.263
O -0.340 6.431 39.221
O -2.137 7.331 38.404
H 0.532 5.467 33.357
H 2.011 5.137 35.349
H 1.133 5.686 37.506
H -2.483 7.052 36.087
H -1.709 6.508 33.636
C -4.386 17.612 34.045
C -5.173 16.482 33.798
C -6.532 16.636 33.588
C -7.062 17.905 33.302
C -6.172 19.006 33.352
C -4.876 18.913 33.817
N -8.479 18.069 32.974
O -8.740 18.946 32.110
O -9.333 17.339 33.458
H -3.347 17.442 34.285
H -4.846 15.459 33.909
H -7.158 15.776 33.398
H -6.543 19.953 32.987
H -4.195 19.751 33.844
C -5.245 8.576 34.041
C -4.199 8.403 33.119
C -2.904 8.981 33.430
C -2.642 9.741 34.526
C -3.731 9.903 35.432
C -4.945 9.276 35.207
N -1.340 10.309 34.872
O -1.202 10.902 35.928
O -0.422 10.245 34.037
H -6.224 8.175 33.825
H -4.405 7.953 32.159
H -2.074 8.741 32.782
H -3.667 10.444 36.365
H -5.726 9.407 35.941
C 3.917 10.804 29.875
C 3.647 11.364 28.646
C 4.607 12.031 27.904
C 5.907 12.169 28.428
C 6.210 11.639 29.692
C 5.236 10.966 30.411
N 6.899 12.830 27.599
O 6.453 13.425 26.626
O 8.110 12.697 27.840
H 3.147 10.405 30.518
H 2.604 11.307 28.372
H 4.350 12.379 26.915
H 7.256 11.715 29.952
H 5.583 10.549 31.344
C -5.970 10.740 30.415
C -5.874 10.169 29.149
C -6.509 8.933 28.949
C -7.238 8.316 29.987
C -7.478 9.046 31.182
C -6.905 10.225 31.312
N -7.834 6.948 29.828
O -7.839 6.483 28.674
O -8.477 6.424 30.724
H -5.560 11.720 30.611
H -5.126 10.611 28.508
H -6.232 8.347 28.086
H -8.038 8.676 32.029
H -7.095 10.803 32.204
C 2.393 8.247 32.784
C 1.540 8.036 31.708
C 1.777 6.894 30.900
C 2.905 6.118 31.185
C 3.770 6.461 32.200
C 3.558 7.545 33.025
N 3.284 5.001 30.289
O 2.616 4.814 29.299
O 4.378 4.456 30.552
H 2.037 8.999 33.473
H 0.661 8.647 31.561
H 1.134 6.629 30.074
H 4.696 5.913 32.296
H 4.246 7.791 33.820
C -2.224 12.746 32.136
C -0.960 13.032 31.671
C -0.386 12.110 30.812
C -1.106 11.033 30.291
C -2.417 10.854 30.745
C -3.019 11.727 31.617
N -0.538 10.133 29.287
O 0.614 10.349 28.885
O -1.149 9.098 28.883
H -2.595 13.343 32.957
H -0.431 13.942 31.916
H 0.603 12.325 30.435
H -2.945 9.976 30.403
H -3.979 11.539 32.073
*
```

Summary:
**Strongest force on any atom**: 3.825 eV/A
**Gap between HOMO and LUMO**: 7.908 eV
**E_LUMO**: -0.0677 Ha
**E_HOMO**: -0.35834 hartree
**Energy relative to the best compared isomer or geometry (same formula, charge and spin)**: 74.14 kcal/mol

=====

# 2
Below is C12H23BCsF4N4O3S as an isolated structure, with properties calculated with wB97M-V/def2-TZVPD.

The geometry in ORCA input format:
```
! RIJCOSX wB97M-V def2-TZVPD def2/J DEFGRID3
* xyz -1 1
Cs 1.032 0.923 -1.321
N -2.157 -0.424 -2.225
C -1.699 -1.743 -1.771
C -1.224 -2.619 -2.930
C 0.235 -2.437 -3.325
N 0.522 -1.065 -3.730
H -2.476 0.128 -1.432
H -2.964 -0.545 -2.827
H -2.486 -2.285 -1.227
H -0.885 -1.602 -1.055
H -1.861 -2.425 -3.802
H -1.377 -3.669 -2.668
H 0.481 -3.173 -4.104
H 0.868 -2.679 -2.464
H -0.150 -0.772 -4.430
H 1.449 -1.013 -4.149
F 3.384 -0.002 -2.845
B 4.076 -0.184 -4.086
F 4.231 1.064 -4.693
F 5.304 -0.791 -3.844
F 3.269 -1.019 -4.899
C 1.849 3.181 2.606
C 1.052 2.228 1.722
O 0.329 2.711 0.842
O 1.220 0.982 1.956
H 1.334 4.134 2.706
H 2.816 3.364 2.134
H 2.039 2.746 3.586
C 1.645 -2.106 0.829
O 0.436 -1.410 1.048
H 2.395 -1.866 1.587
H 2.076 -1.889 -0.156
H 1.442 -3.178 0.871
H 0.659 -0.504 1.371
N 0.011 1.001 4.536
C -1.231 1.477 4.490
S -2.030 2.123 5.785
C -1.888 1.311 3.163
C -2.536 2.366 2.536
C -3.069 2.157 1.276
N -3.037 0.982 0.647
C -2.429 -0.025 1.267
C -1.831 0.089 2.509
H 0.507 1.077 5.408
H 0.525 0.806 3.671
H -2.594 3.336 3.010
H -3.547 2.972 0.745
H -2.396 -0.973 0.741
H -1.318 -0.758 2.944
*
```

Summary:
**Strongest force on any atom**: 0.350 eV/A
**Gap between HOMO and LUMO**: 8.292 eV
**E_LUMO**: 0.0749 Ha
**E_HOMO**: -0.22980 hartree
**Energy relative to the best compared isomer or geometry (same formula, charge and spin)**: 2.03 kcal/mol

=====

# 3
Below is C13H32BCaN3P2 as an isolated structure at a distorted geometry, with properties calculated with wB97M-V/def2-TZVPD.

The geometry in ORCA input format:
```
! RIJCOSX wB97M-V def2-TZVPD def2/J DEFGRID3
* xyz 1 2
Ca 0.713 -0.024 0.113
H 0.725 0.051 -3.973
H -0.913 -0.067 -2.359
P 0.903 -2.624 -0.756
P 0.875 2.614 -0.659
C 2.593 3.228 -0.398
H 2.640 4.327 -0.435
H 2.967 2.875 0.575
H 3.251 2.805 -1.172
C 0.363 3.441 -2.214
H -0.721 3.324 -2.361
H 0.601 4.516 -2.206
H 0.866 2.955 -3.064
C -0.042 3.568 0.625
H 0.240 3.218 1.631
H 0.158 4.649 0.553
H -1.123 3.395 0.518
C 1.467 -3.315 -2.360
H 1.610 -4.405 -2.308
H 0.737 -3.074 -3.148
H 2.417 -2.840 -2.645
C 2.117 -3.335 0.441
H 1.808 -3.112 1.475
H 2.200 -4.426 0.322
H 3.104 -2.871 0.295
C -0.572 -3.647 -0.351
H -1.385 -3.436 -1.061
H -0.341 -4.724 -0.379
H -0.948 -3.390 0.651
H -2.024 -0.899 -3.280
H -2.054 0.771 -3.235
H -0.623 1.003 -5.124
H -0.532 -1.010 -5.137
B -0.402 0.000 -4.496
N -1.448 -0.054 -3.248
H 1.478 0.127 -2.154
H 2.629 -0.003 0.885
N -3.207 -0.460 2.336
C -2.633 -0.492 1.118
N -1.335 -0.173 1.213
C -1.064 0.071 2.564
C 0.136 0.405 3.213
C 0.089 0.539 4.609
C -1.109 0.346 5.321
C -2.307 0.012 4.658
C -2.236 -0.107 3.285
H -4.179 -0.673 2.552
H -3.169 -0.720 0.200
H 1.055 0.538 2.634
H 0.998 0.798 5.160
H -1.116 0.455 6.407
H -3.258 -0.152 5.169
*
```

Summary:
**Strongest force on any atom**: 1.891 eV/A
**Gap between HOMO and LUMO (spin up / spin down)**: 7.398 / 5.537 eV
**E_LUMO (spin up / spin down)**: -0.1080 / -0.1730 Ha
**E_HOMO (spin up / spin down)**: -0.37984 / -0.37643 hartree

=====

# 4
Below is one molecule with the formula CH2N4O2, with properties calculated with wB97M-V/def2-TZVPD.

The geometry in ORCA input format:
```
! RIJCOSX wB97M-V def2-TZVPD def2/J DEFGRID3
* xyz 0 1
C -0.392 -0.345 -0.394
H -0.322 0.921 2.111
H -1.942 -1.203 -1.042
N 0.386 0.410 0.474
N 1.669 0.471 0.079
N 1.813 -0.256 -0.914
N -1.629 -0.553 -0.327
O -0.130 1.367 1.279
O 0.548 -0.814 -1.266
*
```

Summary:
**Strongest force on any atom**: 0.525 eV/A
**Gap between HOMO and LUMO**: 10.438 eV
**E_LUMO**: 0.0221 Ha
**E_HOMO**: -0.36146 hartree
**Energy relative to the best compared isomer or geometry (same formula, charge and spin)**: 70.95 kcal/mol
**SMILES**: [H]/N=c1\onnn1O

=====

# 5
Below is a 2-piece molecular cluster, C3H12N2OS overall, with properties calculated with wB97M-V/def2-TZVPD.

The geometry in ORCA input format:
```
! RIJCOSX wB97M-V def2-TZVPD def2/J DEFGRID3
* xyz 0 1
C -0.048 -0.866 0.289
C -1.400 -0.344 0.696
S -2.710 -0.602 -0.527
N 0.948 -0.442 1.277
C 2.307 -0.575 0.756
N 2.702 0.572 -0.090
H 0.237 -0.527 -0.708
H -0.054 -1.958 0.307
H -1.735 -0.845 1.604
H -1.369 0.732 0.919
H -2.187 0.167 -1.491
H 0.793 0.545 1.439
H 2.334 -1.467 0.149
H 2.969 -0.720 1.604
H 3.473 0.274 -0.689
H 3.131 1.269 0.507
H 1.153 1.407 -1.138
H 0.319 2.172 -2.231
O 0.501 2.121 -1.290
*
```

Summary:
**Strongest force on any atom**: 0.765 eV/A
**Gap between HOMO and LUMO**: 9.716 eV
**E_LUMO**: 0.0292 Ha
**E_HOMO**: -0.32788 hartree
**Energy relative to the best compared isomer or geometry (same formula, charge and spin)**: 7.46 kcal/mol
**SMILES**: NCNCCS.O

=====

# 6
Below is C6H8LiMgO6 as an isolated structure at a distorted geometry, with properties calculated with wB97M-V/def2-TZVPD.

The geometry in ORCA input format:
```
! RIJCOSX wB97M-V def2-TZVPD def2/J DEFGRID3
* xyz 0 2
Mg 0.031 1.468 0.045
O -0.019 -0.632 0.462
O 2.650 -1.398 0.266
C 3.457 -0.321 0.775
C 3.117 0.819 -0.165
O 1.829 0.418 -0.690
C 1.588 -0.943 -0.419
H 3.162 -0.112 1.812
H 4.506 -0.629 0.728
H 3.786 0.924 -1.026
H 3.083 1.792 0.338
Li 0.213 -2.169 -1.441
O -1.497 -1.897 -0.687
O -2.171 -0.584 1.037
C -3.375 -0.072 0.478
C -2.945 1.031 -0.506
O -1.619 0.734 -0.862
C -1.277 -0.891 0.033
H -3.888 -0.884 -0.057
H -4.000 0.303 1.297
H -3.026 2.022 -0.028
H -3.604 1.020 -1.390
*
```

Summary:
**Strongest force on any atom**: 2.936 eV/A
**Gap between HOMO and LUMO (spin up / spin down)**: 5.446 / 8.566 eV
**E_LUMO (spin up / spin down)**: 0.0002 / -0.0016 Ha
**E_HOMO (spin up / spin down)**: -0.19990 / -0.31635 hartree
**Energy relative to the best compared isomer or geometry (same formula, charge and spin)**: 40.62 kcal/mol

=====

Summary of electronic energy in eV
-213933.6357 -47861.3697 -56155.5377 -11120.5444 -19168.4175 -24285.1260
(order as listed above)